No. 1
Molecular formula: C43H50BrF5O6P
Method: DFT, ωB97M-V/def2-TZVPD

Results
HOMO level = -5.129 eV
Gap between HOMO and LUMO = 7.257 eV
Spin multiplicity = 1
Total charge = -1

Last column: Löwdin charge in e.
Geometry (Å):
1 C -1.992 -6.129 0.123  0.105
2 C -1.900 -5.072 -0.436  -0.143
3 C -1.851 -3.787 -1.183  -0.539
4 C -2.717 -4.126 -2.430  -0.020
5 O -0.578 -3.384 -1.489  -0.216
6 P -0.066 -1.808 -0.885  0.667
7 C -0.606 -1.043 -2.586  -0.243
8 C 0.515 -0.909 -3.579  -0.234
9 C 0.492 0.010 -4.562  -0.031
10 C 0.329 -0.084 -0.162  -0.254
11 C 1.358 0.740 -0.950  -0.192
12 C 2.767 0.151 -1.014  -0.149
13 O 3.743 0.940 -0.277  -0.040
14 C 3.992 2.143 -0.847  -0.552
15 C 3.750 3.340 0.044  0.006
16 O 4.362 2.279 -1.984  0.103
17 C 0.717 -2.579 0.754  -0.156
18 C 0.984 -4.042 0.724  -0.526
19 O 1.732 -4.623 0.006  0.116
20 F 0.312 -4.753 1.682  0.038
21 O -1.647 -1.619 -0.168  -0.295
22 C -2.579 -2.597 -0.360  -0.702
23 Br -3.271 -3.203 1.441  0.732
24 C -3.784 -1.922 -1.031  -0.185
25 C -4.311 -0.706 -0.258  -0.225
26 O -4.823 0.267 -1.167  -0.151
27 C -6.221 0.224 -1.377  -0.273
28 C -6.543 -0.310 -2.794  -0.072
29 H -2.286 -7.013 0.634  0.028
30 H -2.781 -3.299 -3.134  0.071
31 H -3.712 -4.403 -2.082  0.085
32 H -2.302 -5.015 -2.902  0.090
33 H 1.225 -2.040 -1.471  0.039
34 H -1.109 -0.085 -2.435  0.083
35 H -1.369 -1.693 -3.030  0.064
36 H 1.397 -1.542 -3.506  0.091
37 H 1.371 0.555 -4.886  0.027
38 H -0.447 0.285 -5.039  0.051
39 H -0.613 0.471 -0.211  0.077
40 H 0.587 -0.122 0.897  0.078
41 H 1.436 1.714 -0.448  0.107
42 H 0.970 0.965 -1.942  0.089
43 H 3.108 0.079 -2.049  0.115
44 H 2.830 -0.859 -0.622  0.105
45 H 4.644 3.961 0.086  0.085
46 H 3.427 3.057 1.041  0.057
47 H 2.957 3.942 -0.403  0.091
48 H 1.674 -2.107 0.965  0.081
49 H 0.003 -2.380 1.556  0.076
50 H -3.487 -1.603 -2.029  0.114
51 H -4.597 -2.651 -1.087  0.105
52 H -5.066 -1.037 0.458  0.093
53 H -3.523 -0.219 0.314  0.118
54 H -6.582 1.255 -1.319  0.110
55 H -6.729 -0.417 -0.654  0.103
56 H -5.730 -0.011 -3.453  0.075
57 H -6.580 -1.398 -2.741  0.069
58 H -7.492 0.101 -3.131  0.049
59 F -9.326 -0.816 -1.483  0.059
60 C -9.971 0.175 -0.842  -0.289
61 C -10.241 1.346 -1.520  -0.018
62 C -10.908 2.365 -0.855  -0.086
63 C -11.286 2.204 0.471  -0.101
64 C -11.000 1.018 1.134  -0.085
65 C -10.341 -0.010 0.476  -0.014
66 H -9.930 1.454 -2.551  0.116
67 H -11.132 3.287 -1.375  0.103
68 H -11.802 3.003 0.987  0.098
69 H -11.289 0.892 2.169  0.103
70 H -10.113 -0.944 0.972  0.119
71 F 3.176 1.927 3.066  0.056
72 C 4.285 1.307 3.515  -0.273
73 C 5.384 1.195 2.683  -0.006
74 C 6.518 0.558 3.165  -0.076
75 C 6.540 0.038 4.452  -0.095
76 C 5.424 0.159 5.267  -0.099
77 C 4.287 0.802 4.800  -0.014
78 H 5.348 1.593 1.680  0.100
79 H 7.389 0.465 2.528  0.104
80 H 7.427 -0.461 4.820  0.101
81 H 5.435 -0.248 6.266  0.093
82 H 3.407 0.914 5.421  0.119
83 F 2.207 1.911 -6.690  0.050
84 C 3.415 1.371 -6.931  -0.292
85 C 3.488 0.196 -7.653  -0.016
86 C 4.735 -0.359 -7.900  -0.089
87 C 5.883 0.258 -7.418  -0.104
88 C 5.783 1.435 -6.690  -0.086
89 C 4.541 2.003 -6.445  -0.012
90 H 2.581 -0.272 -8.009  0.118
91 H 4.811 -1.276 -8.468  0.101
92 H 6.853 -0.182 -7.608  0.096
93 H 6.675 1.914 -6.307  0.102
94 H 4.442 2.921 -5.882  0.119
95 F 6.751 0.667 7.912  0.046
96 C 6.027 1.656 8.473  -0.289
97 C 5.776 2.796 7.736  -0.016
98 C 5.025 3.810 8.312  -0.079
99 C 4.546 3.675 9.608  -0.100
100 C 4.814 2.520 10.331  -0.088
101 C 5.557 1.496 9.761  -0.018
102 H 6.163 2.880 6.729  0.119
103 H 4.813 4.707 7.746  0.105
104 H 3.962 4.470 10.054  0.099
105 H 4.443 2.414 11.342  0.102
106 H 5.770 0.584 10.302  0.116


No. 2
Molecular formula: C43H50ClCrIN3O5SSi
Method: DFT, ωB97M-V/def2-TZVPD

Results
Energy relative to the best compared isomer or geometry (same formula, charge and spin) = 0.0 kJ/mol
HOMO level (spin up / spin down) = -2.186 / -1.606 eV
Gap between HOMO and LUMO (spin up / spin down) = 5.940 / 5.360 eV
Spin multiplicity = 2
Total charge = -2

Last column: Löwdin spin population.
Geometry (Å):
1 Cr 0.136 -0.107 -0.036  1.168
2 C 2.452 6.689 3.399  0.000
3 C 2.467 5.194 3.198  0.000
4 C 3.487 4.571 2.492  0.000
5 C 3.459 3.202 2.258  0.000
6 C 2.399 2.440 2.728  0.001
7 C 1.379 3.046 3.453  0.000
8 C 1.421 4.410 3.685  0.000
9 S 2.430 0.670 2.456  0.002
10 O 3.386 0.518 1.372  0.000
11 O 2.831 0.158 3.758  0.000
12 N 1.044 0.138 1.989  -0.001
13 C 0.032 -0.184 3.008  0.001
14 C -0.993 -1.160 2.441  0.002
15 O -1.639 -1.875 3.204  0.001
16 O -1.146 -1.092 1.162  0.016
17 H 3.407 7.136 3.114  0.000
18 H 2.250 6.948 4.442  0.000
19 H 1.669 7.149 2.789  0.000
20 H 4.307 5.166 2.099  0.000
21 H 4.238 2.712 1.686  0.000
22 H 0.551 2.457 3.827  0.000
23 H 0.609 4.884 4.228  0.000
24 H -0.569 0.695 3.285  0.000
25 H 0.460 -0.599 3.915  0.000
26 Cl 3.981 5.605 -0.477  0.001
27 C 2.641 4.489 -0.263  0.004
28 C 1.510 4.919 0.364  -0.002
29 C 0.436 4.046 0.598  0.004
30 I -1.242 4.753 1.624  0.001
31 C 0.471 2.700 0.209  -0.002
32 O -0.444 1.835 0.397  -0.008
33 C 1.680 2.285 -0.477  0.004
34 N 1.665 0.994 -0.897  -0.005
35 C 2.699 0.527 -1.542  0.018
36 C 3.838 1.310 -1.788  -0.002
37 C 3.879 2.606 -1.372  0.015
38 C 2.764 3.154 -0.711  -0.001
39 H 1.458 5.946 0.699  0.000
40 H 2.628 -0.504 -1.869  0.001
41 H 4.686 0.865 -2.290  -0.001
42 H 4.764 3.210 -1.526  0.001
43 C -3.507 -1.587 -3.548  -0.002
44 C -2.146 -1.427 -2.855  -0.009
45 C -1.091 -1.363 -3.970  0.000
46 C -1.918 -2.705 -2.027  -0.001
47 Si -1.880 0.126 -1.658  -0.033
48 C -3.573 0.277 -0.632  -0.004
49 C -3.987 -1.080 -0.031  0.000
50 C -3.384 1.236 0.556  0.000
51 C -4.783 0.781 -1.436  -0.001
52 C -1.853 1.716 -2.884  -0.007
53 C -0.449 1.900 -3.487  -0.001
54 C -2.848 1.694 -4.058  -0.002
55 C -2.140 3.007 -2.110  0.000
56 H -3.469 -2.460 -4.224  -0.001
57 H -3.780 -0.719 -4.152  0.000
58 H -4.313 -1.768 -2.837  0.000
59 H -1.034 -2.332 -4.493  0.000
60 H -0.102 -1.119 -3.578  0.000
61 H -1.329 -0.608 -4.718  0.000
62 H -1.843 -3.579 -2.699  0.000
63 H -2.744 -2.890 -1.336  0.000
64 H -1.017 -2.650 -1.423  0.000
65 H -3.182 -1.535 0.547  0.000
66 H -4.321 -1.788 -0.794  0.000
67 H -4.840 -0.917 0.649  0.000
68 H -2.599 0.890 1.225  0.000
69 H -4.327 1.285 1.129  0.000
70 H -3.129 2.250 0.244  0.000
71 H -4.980 0.182 -2.329  0.000
72 H -4.682 1.824 -1.743  0.000
73 H -5.678 0.718 -0.795  0.000
74 H -0.116 1.042 -4.072  0.000
75 H 0.293 2.078 -2.712  0.000
76 H -0.447 2.779 -4.152  0.000
77 H -2.617 0.927 -4.796  0.000
78 H -2.802 2.666 -4.579  -0.001
79 H -3.878 1.548 -3.730  0.000
80 H -1.534 3.077 -1.214  0.000
81 H -3.185 3.095 -1.808  0.000
82 H -1.909 3.877 -2.748  0.000
83 N 0.916 -1.649 -0.463  -0.082
84 C 1.619 -2.709 -0.403  -0.037
85 C 2.342 -3.314 -1.582  -0.006
86 C 3.566 -3.969 -1.405  -0.004
87 C 4.268 -4.484 -2.487  0.000
88 C 3.761 -4.365 -3.776  -0.004
89 C 2.547 -3.718 -3.963  0.000
90 C 1.856 -3.199 -2.877  -0.004
91 C 1.782 -3.470 0.889  -0.007
92 C 2.364 -2.888 2.005  -0.002
93 C 2.475 -3.588 3.200  0.000
94 C 2.015 -4.894 3.287  -0.001
95 C 1.444 -5.495 2.168  0.000
96 C 1.336 -4.789 0.979  -0.003
97 H 3.974 -4.061 -0.406  0.000
98 H 5.220 -4.977 -2.323  0.000
99 H 4.303 -4.777 -4.619  0.000
100 H 2.130 -3.619 -4.960  0.000
101 H 0.915 -2.706 -3.016  0.000
102 H 2.738 -1.883 1.925  0.000
103 H 2.912 -3.090 4.059  0.000
104 H 2.093 -5.443 4.218  0.000
105 H 1.072 -6.512 2.229  0.000
106 H 0.873 -5.254 0.114  0.000


No. 3
Molecular formula: C43H50F16O8
Method: DFT, ωB97M-V/def2-TZVPD

Results
HOMO level = -8.835 eV
Gap between HOMO and LUMO = 7.207 eV
Spin multiplicity = 1

Last column: Löwdin charge in e.
Geometry (Å):
1 C -3.858 1.374 -2.812  -0.157
2 C -5.147 1.044 -1.826  -0.255
3 C -5.460 2.404 -0.955  -0.229
4 C -6.219 2.098 0.497  -0.224
5 C -5.989 3.274 1.619  -0.219
6 C -4.371 3.607 1.881  -0.228
7 C -4.126 4.453 3.288  -0.214
8 C -2.568 4.462 3.799  -0.221
9 C -1.460 4.056 2.660  -0.237
10 C 0.094 4.242 3.247  -0.182
11 C 1.055 3.048 2.654  -0.132
12 C 2.123 2.142 3.507  -0.005
13 C 3.042 0.924 2.837  0.024
14 C 2.890 0.601 1.229  -0.031
15 C 1.839 1.522 0.367  -0.024
16 C 0.928 2.729 1.038  0.050
17 C 1.730 1.172 -1.264  -0.201
18 O 1.528 2.100 -2.205  -0.036
19 C 1.901 -0.442 -1.634  -0.015
20 C 1.052 -1.100 -2.875  0.018
21 C 1.244 -2.716 -3.138  -0.006
22 C 2.203 -3.729 -2.278  -0.067
23 C 2.370 -5.359 -2.552  -0.150
24 C 1.005 -6.087 -3.094  -0.082
25 C 1.030 -6.492 -4.695  -0.194
26 F -0.413 -6.774 -5.044  -0.019
27 F 1.399 -5.275 -5.441  0.011
28 C 1.860 -7.846 -5.057  -0.082
29 F 2.252 -8.452 -3.726  0.010
30 F 0.888 -8.854 -5.624  0.032
31 C 3.238 -7.683 -5.886  -0.082
32 F 3.853 -9.061 -5.979  0.032
33 F 4.278 -6.868 -5.152  0.031
34 C 3.180 -7.102 -7.398  -0.078
35 F 3.531 -5.632 -7.413  0.032
36 F 4.344 -7.744 -8.125  0.031
37 C 1.863 -7.474 -8.291  -0.079
38 F 0.582 -6.906 -7.801  0.056
39 F 1.842 -8.982 -8.395  0.038
40 C 1.977 -6.967 -9.882  -0.130
41 F 2.910 -7.802 -10.687  0.052
42 F 2.180 -5.507 -10.017  0.058
43 F 0.605 -7.241 -10.454  0.021
44 C 3.101 -3.034 -1.051  -0.015
45 C 4.144 -3.981 -0.156  -0.138
46 C 5.414 -4.450 -1.108  -0.080
47 C 6.428 -3.230 -1.526  -0.217
48 F 5.835 -2.208 -2.428  0.015
49 F 7.539 -3.874 -2.322  -0.032
50 F 7.122 -2.599 -0.347  -0.008
51 C 2.941 -1.398 -0.739  0.029
52 C 3.752 -0.612 0.467  -0.191
53 O 5.000 -0.871 0.867  -0.037
54 H -3.312 0.345 -3.029  0.070
55 H -3.052 2.058 -2.267  0.077
56 H -4.180 1.881 -3.824  0.078
57 H -6.122 0.759 -2.413  0.110
58 H -4.786 0.188 -1.100  0.107
59 H -6.215 3.117 -1.543  0.123
60 H -4.451 2.985 -0.838  0.084
61 H -5.963 1.031 0.904  0.105
62 H -7.383 2.103 0.231  0.114
63 H -6.485 2.978 2.663  0.113
64 H -6.529 4.250 1.221  0.114
65 H -4.060 4.306 0.975  0.107
66 H -3.744 2.594 1.863  0.120
67 H -4.560 5.542 3.092  0.116
68 H -4.816 3.951 4.122  0.111
69 H -2.319 5.548 4.184  0.114
70 H -2.483 3.680 4.689  0.123
71 H -1.578 2.897 2.454  0.108
72 H -1.596 4.605 1.629  0.116
73 H 0.032 4.269 4.423  0.112
74 H 0.441 5.327 2.906  0.126
75 H 2.243 2.388 4.656  0.092
76 H 3.788 0.313 3.520  0.099
77 H 0.171 3.326 0.357  0.110
78 H 0.309 -0.501 -3.564  0.109
79 H 0.616 -3.170 -4.042  0.093
80 H 3.308 -5.474 -3.241  0.105
81 H 2.646 -5.896 -1.523  0.123
82 H 0.644 -6.981 -2.390  0.152
83 H 0.138 -5.272 -2.993  0.138
84 H 4.552 -3.442 0.800  0.118
85 H 3.634 -4.987 0.212  0.117
86 H 5.099 -4.993 -2.095  0.115
87 H 6.067 -5.241 -0.498  0.151
88 C 5.087 -1.875 8.883  -0.070
89 C 5.128 -0.377 8.641  -0.221
90 O 6.342 -0.001 7.981  0.024
91 C 6.375 -0.222 6.645  -0.548
92 O 5.472 -0.697 5.970  0.094
93 O 7.595 0.152 6.184  -0.007
94 C 7.793 -0.106 4.796  -0.047
95 H 5.987 -2.205 9.412  0.082
96 H 4.207 -2.148 9.473  0.080
97 H 5.053 -2.428 7.939  0.075
98 H 5.115 0.147 9.604  0.123
99 H 4.253 -0.034 8.077  0.123
100 H 6.989 0.327 4.192  0.094
101 H 7.868 -1.184 4.625  0.101
102 H 8.736 0.359 4.496  0.096
103 C -10.231 7.974 2.334  -0.069
104 C -8.975 7.169 2.615  -0.222
105 O -8.081 7.215 1.496  0.015
106 C -7.339 8.343 1.385  -0.550
107 O -7.362 9.299 2.146  0.106
108 O -6.580 8.241 0.264  -0.011
109 C -5.805 9.404 -0.017  -0.053
110 H -10.695 7.651 1.396  0.082
111 H -10.954 7.859 3.146  0.080
112 H -10.003 9.039 2.225  0.076
113 H -9.243 6.118 2.764  0.123
114 H -8.474 7.507 3.530  0.125
115 H -5.203 9.700 0.847  0.097
116 H -6.462 10.222 -0.329  0.100
117 H -5.128 9.169 -0.843  0.094


No. 4
Molecular formula: C43H50N5OPtSSbSi
Method: DFT, ωB97M-V/def2-TZVPD

Results
Energy relative to the best compared isomer or geometry (same formula, charge and spin) = 55.8 kJ/mol
HOMO level (spin up / spin down) = -11.054 / -12.983 eV
Gap between HOMO and LUMO (spin up / spin down) = 5.533 / 3.452 eV
Spin multiplicity = 5
Total charge = +2

Last column: Löwdin spin population.
Geometry (Å):
1 Pt 0.348 0.079 -0.060  1.437
2 O -3.523 0.886 1.235  0.101
3 C -2.551 0.416 0.682  0.031
4 N -1.300 0.994 0.706  0.294
5 C -1.238 2.263 1.398  0.030
6 C 0.183 2.691 1.648  0.010
7 C 0.472 3.654 2.608  0.004
8 C 1.787 4.022 2.818  0.000
9 C 2.784 3.410 2.068  0.004
10 C 2.416 2.467 1.131  0.011
11 N 1.142 2.123 0.914  0.125
12 C -2.625 -0.895 -0.048  0.005
13 C -3.849 -1.518 -0.214  0.003
14 C -3.888 -2.726 -0.894  -0.003
15 C -2.706 -3.255 -1.383  0.003
16 C -1.523 -2.563 -1.172  0.009
17 N -1.480 -1.409 -0.513  0.118
18 H -1.770 2.180 2.350  0.012
19 H -1.778 3.037 0.838  0.008
20 H -0.334 4.102 3.176  0.001
21 H 2.035 4.774 3.556  0.000
22 H 3.826 3.668 2.195  0.001
23 H 3.154 1.968 0.516  0.001
24 H -4.736 -1.048 0.186  0.001
25 H -4.827 -3.240 -1.046  0.000
26 H -2.691 -4.190 -1.926  0.001
27 H -0.582 -2.937 -1.546  0.001
28 C 3.413 -3.561 -4.453  0.001
29 C 2.390 -3.843 -3.558  0.000
30 C 2.099 -2.947 -2.540  0.004
31 C 2.814 -1.759 -2.389  0.011
32 C 3.861 -1.510 -3.282  0.003
33 C 4.154 -2.397 -4.309  0.000
34 Si 2.529 -0.576 -0.969  0.154
35 C 3.455 -1.306 0.519  0.068
36 C 4.558 -0.667 1.092  0.018
37 C 5.229 -1.225 2.175  0.005
38 C 4.813 -2.444 2.695  0.017
39 C 3.727 -3.103 2.131  -0.002
40 C 3.054 -2.532 1.062  0.021
41 H 3.642 -4.254 -5.251  0.000
42 H 1.823 -4.760 -3.656  0.000
43 H 1.312 -3.194 -1.838  0.002
44 H 4.459 -0.612 -3.177  0.000
45 H 4.963 -2.181 -4.994  0.000
46 H 3.289 0.659 -1.322  0.004
47 H 4.919 0.266 0.673  0.001
48 H 6.097 -0.727 2.588  0.000
49 H 5.366 -2.897 3.509  0.001
50 H 3.422 -4.073 2.506  0.000
51 H 2.213 -3.063 0.626  0.002
52 S 1.446 -2.305 6.864  0.464
53 C 1.302 -1.689 5.285  0.079
54 C 0.113 -2.048 4.604  0.108
55 C -0.047 -1.601 3.311  -0.014
56 N 0.864 -0.848 2.689  0.178
57 C 1.963 -0.472 3.347  -0.017
58 C 2.240 -0.862 4.640  0.096
59 C 3.088 -1.923 7.373  0.050
60 C 4.173 -2.358 6.620  0.038
61 C 5.437 -2.069 7.115  -0.003
62 N 5.641 -1.401 8.246  0.031
63 C 4.589 -1.007 8.954  -0.003
64 C 3.275 -1.252 8.572  0.030
65 H -0.636 -2.667 5.081  0.003
66 H -0.925 -1.870 2.735  -0.003
67 H 2.660 0.146 2.797  -0.002
68 H 3.144 -0.541 5.136  0.003
69 H 4.050 -2.907 5.695  0.000
70 H 6.320 -2.392 6.578  0.000
71 H 4.795 -0.471 9.872  0.000
72 H 2.446 -0.928 9.186  0.002
73 C 0.707 -0.653 -5.221  0.004
74 C 0.829 0.795 -4.762  0.086
75 C 2.252 1.313 -4.901  0.005
76 Sb -0.017 1.099 -2.772  0.234
77 C -2.104 1.234 -3.360  0.054
78 C -2.763 -0.115 -3.621  0.002
79 C -2.930 2.087 -2.406  0.003
80 C 0.320 3.213 -2.445  0.023
81 C 1.773 3.556 -2.128  0.000
82 C -0.179 4.045 -3.625  0.010
83 H 1.064 -0.734 -6.250  0.001
84 H -0.321 -1.015 -5.205  0.000
85 H 1.316 -1.318 -4.609  0.001
86 H 0.154 1.428 -5.347  0.009
87 H 2.942 0.780 -4.248  0.001
88 H 2.331 2.378 -4.697  0.000
89 H 2.586 1.155 -5.930  0.002
90 H -2.002 1.765 -4.312  0.007
91 H -2.855 -0.697 -2.704  0.000
92 H -2.223 -0.716 -4.351  0.000
93 H -3.773 0.042 -4.008  0.000
94 H -2.995 1.644 -1.413  0.000
95 H -3.953 2.169 -2.783  0.002
96 H -2.541 3.099 -2.295  0.000
97 H -0.298 3.413 -1.565  -0.001
98 H 2.385 3.547 -3.028  0.000
99 H 2.225 2.865 -1.421  0.000
100 H 1.835 4.565 -1.711  0.000
101 H 0.394 3.828 -4.529  0.000
102 H -0.043 5.108 -3.410  0.003
103 H -1.233 3.892 -3.852  0.000


| no. | E (eV) |
| --- | --- |
| 1 | -150603.202 |
| 2 | -127871.499 |
| 3 | -105231.274 |
| 4 | -83380.577 |